# 1
{"formula": "C13H23Br2FNO3P", "method": "the ωB97M-V functional and the def2-TZVPD basis", "species": ["H", "N", "C", "C", "C", "C", "F", "O", "C", "O", "C", "C", "O", "P", "C", "C", "C", "C", "H", "H", "H", "H", "H", "H", "H", "H", "H", "H", "H", "H", "H", "H", "H", "H", "H", "H", "Br", "C", "C", "Br", "H", "H", "H", "H"], "positions_angstrom": [[-1.9859, -1.6161, -1.4178], [-2.8834, -1.4756, -0.9602], [-2.9087, -0.4054, -0.2821], [-4.1828, -0.0451, 0.4486], [-1.7429, 0.5605, -0.0989], [-0.7997, 0.6841, -1.2767], [-1.5617, 0.7725, -2.4296], [-0.0412, -0.5188, -1.5139], [0.9453, -0.8926, -0.6457], [0.7120, -1.1546, 0.5037], [2.2848, -1.0005, -1.3076], [3.4552, -0.9320, -0.3482], [4.5670, -0.6838, -0.7207], [0.3831, 2.1568, -1.5144], [1.3042, 2.4735, 0.0697], [0.8310, 2.1288, 1.4876], [-0.7718, 3.5846, -1.6833], [-1.6659, 4.1335, -0.5630], [-4.0522, 0.8098, 1.1179], [-4.9652, 0.1935, -0.2781], [-4.5260, -0.8997, 1.0364], [-1.1785, 0.2402, 0.7762], [-2.1310, 1.5533, 0.1165], [2.3944, -0.2475, -2.0927], [2.3216, -1.9830, -1.8022], [3.2316, -1.1227, 0.7169], [2.2989, 2.0364, -0.0881], [1.4714, 3.5592, 0.0068], [-0.1644, 2.5057, 1.7109], [0.8280, 1.0518, 1.6567], [1.5185, 2.5652, 2.2193], [-1.3713, 3.3391, -2.5672], [-0.0843, 4.3722, -2.0192], [-1.2594, 3.9429, 0.4284], [-2.6709, 3.7073, -0.6032], [-1.7751, 5.2168, -0.6595], [1.8168, -6.9354, 2.3203], [1.7987, -4.9932, 2.3222], [1.5680, -4.4200, 0.9496], [3.1313, -4.6201, -0.1964], [2.7505, -4.6766, 2.7376], [0.9907, -4.6974, 2.9872], [1.3709, -3.3534, 1.0195], [0.7484, -4.9142, 0.4369]], "forces_ev_per_a": [[-0.0011, 0.0318, -0.0002], [-0.0766, 0.1683, 0.1675], [0.0267, -0.2871, -0.1420], [0.0177, 0.0088, 0.1314], [-0.0526, 0.0989, -0.0288], [-0.0132, -0.0666, -0.1595], [-0.0012, -0.0049, 0.1153], [0.3509, 0.1449, -0.1060], [-0.4917, 0.0444, 0.0397], [0.2370, 0.1015, 0.0558], [0.0712, -0.1446, -0.2034], [-0.0635, -0.0794, 0.0679], [0.0633, 0.0695, -0.0296], [-0.0399, -0.1284, 0.1018], [0.1101, 0.1214, 0.1472], [0.0329, -0.0802, -0.0676], [-0.0313, 0.1393, -0.1469], [-0.0148, -0.0863, 0.0106], [-0.0215, -0.0905, -0.0871], [0.1005, 0.0010, 0.0768], [0.0205, 0.0744, -0.1141], [0.0451, 0.0565, 0.0505], [-0.0390, 0.0908, 0.0116], [-0.0331, -0.0911, 0.0766], [0.0240, 0.1154, 0.0480], [-0.0244, -0.0255, -0.0252], [-0.1360, 0.0332, 0.0406], [0.0158, -0.1254, -0.0373], [-0.0736, 0.0370, -0.0402], [-0.0402, 0.0112, -0.0264], [-0.0597, -0.0301, -0.1066], [0.0871, 0.0819, 0.0774], [-0.0855, -0.0817, 0.0365], [0.0505, 0.0068, 0.0520], [0.0983, -0.0366, 0.0316], [-0.0165, -0.1071, -0.0375], [0.0160, 0.0218, -0.0044], [0.0321, -0.0481, 0.0067], [0.0012, -0.0581, -0.0117], [-0.0595, 0.0587, 0.0156], [-0.0194, 0.0269, 0.0194], [-0.0136, -0.0087, -0.0115], [0.0228, 0.0136, -0.0010], [-0.0153, 0.0223, 0.0065]], "relative_energy_ev": 0.000, "charge": 0, "spin_multiplicity": 1, "homo_energy_ha": -0.33509}

=====

# 2
{"formula": "C14H23BN6OPt", "method": "the ωB97M-V functional and the def2-TZVPD basis", "species": ["C", "N", "N", "C", "C", "B", "N", "N", "C", "C", "C", "Pt", "N", "N", "C", "C", "C", "H", "H", "H", "H", "H", "H", "H", "H", "H", "H", "H", "C", "H", "H", "H", "C", "C", "C", "C", "O", "H", "H", "H", "H", "H", "H", "H", "H", "H"], "positions_angstrom": [[-0.2723, 2.9841, -0.3474], [-0.0693, 1.7352, -0.8342], [0.0481, 1.8374, -2.1963], [-0.0271, 3.1331, -2.5765], [-0.2401, 3.8906, -1.4309], [0.2374, 0.5248, -3.0731], [1.3907, -0.3788, -2.5471], [1.5112, -0.6774, -1.2435], [2.5769, -1.4672, -0.9687], [3.1737, -1.6495, -2.2034], [2.4209, -0.9665, -3.1483], [0.0908, -0.1298, -0.0386], [-1.0805, -0.3002, -3.1220], [-1.6709, -0.8070, -2.0048], [-2.8166, -1.4018, -2.3974], [-2.9519, -1.2743, -3.7996], [-1.8267, -0.5865, -4.2183], [-3.5211, -1.8877, -1.7271], [-1.4751, -0.2511, -5.1880], [-3.7527, -1.6224, -4.4341], [0.5433, 0.8695, -4.1774], [2.5132, -0.8190, -4.2067], [0.0899, 3.3141, -3.6543], [4.0559, -2.2097, -2.4192], [-0.3578, 4.9649, -1.4149], [2.8596, -1.8425, 0.0033], [-0.4277, 3.1825, 0.7396], [-0.9215, -1.7378, -0.0888], [-0.2358, -1.8068, 0.8728], [0.5696, -2.5284, 0.7371], [0.4098, -0.6115, 1.9089], [-0.9288, -1.9415, 1.6599], [-1.3802, 0.4591, 4.2101], [-0.0003, 0.0392, 3.7239], [1.0940, 0.9785, 4.2195], [0.2980, -1.3953, 4.1981], [0.0242, 0.3016, 2.3532], [-1.4488, 0.5030, 5.3017], [-2.1371, -0.2264, 3.7976], [-1.5888, 1.4495, 3.7755], [1.1415, 1.0266, 5.3158], [2.0659, 0.6515, 3.8027], [0.8796, 1.9676, 3.7913], [-0.4821, -2.1145, 3.8902], [1.2838, -1.7597, 3.8456], [0.3351, -1.4194, 5.3139]], "forces_ev_per_a": [[0.0500, -0.1269, 0.2452], [-0.3767, 1.7930, 0.0525], [0.5988, 0.3471, -1.4315], [0.5285, -3.5728, -1.6952], [-0.3787, 0.9512, 2.0867], [-0.2136, 0.7170, -0.8838], [0.9751, -0.0498, -0.5830], [-0.0290, -1.1760, 2.8266], [-0.3657, 0.5651, -1.5472], [1.6554, -1.3935, 1.3918], [-2.0898, 1.8541, -1.6032], [-0.1205, 4.2017, 1.1912], [-0.5535, 0.1517, -2.9097], [-3.1454, -1.5772, 0.1565], [1.3908, 0.6763, 1.2028], [-1.8840, -1.1780, 0.2453], [3.7715, 2.1945, 0.6693], [0.3191, 0.1411, 0.0358], [-0.3172, -0.1675, -0.0745], [-0.1507, -0.0987, -0.0067], [-0.1633, -0.1089, 0.1417], [0.4593, -0.2543, -0.4225], [-0.1768, 0.5523, 0.6311], [0.5085, -0.3228, -0.0861], [-0.0186, 0.0602, 0.1859], [-0.1552, 0.1707, 0.0263], [0.2218, -0.1799, -1.1911], [0.3331, -1.7973, 1.2929], [0.4358, -2.4913, -3.2650], [-0.7894, -0.7179, 0.2216], [-0.5040, 1.5448, 0.9702], [-0.2132, 0.1629, 1.3742], [-1.1048, 1.7910, -0.0980], [-1.3502, -3.1887, 0.2523], [2.1512, 2.6647, 0.2185], [0.6364, -0.1033, -0.1093], [0.6723, -1.9508, 0.1588], [0.2526, -0.0361, -0.2148], [0.4327, -0.0541, 0.1385], [-0.2145, -0.1570, 0.5020], [-0.4341, -0.2917, -0.2084], [-0.5567, -0.0792, 0.2915], [0.1666, -0.1137, 0.5105], [0.2123, 0.3492, 0.0521], [-0.4066, 0.1050, 0.1193], [-0.0598, 0.1940, -0.8609]], "relative_energy_ev": 0.000, "charge": 4, "spin_multiplicity": 5, "homo_energy_ha": [-0.83669, -0.81817], "s2": 6.07}

=====

# 3
{"formula": "C8H23N2O2Si", "method": "the ωB97M-V functional and the def2-TZVPD basis", "species": ["C", "O", "Si", "C", "O", "C", "C", "C", "C", "N", "C", "C", "N", "H", "H", "H", "H", "H", "H", "H", "H", "H", "H", "H", "H", "H", "H", "H", "H", "H", "H", "H", "H", "H", "H", "H"], "positions_angstrom": [[3.2763, -1.1380, 0.4595], [1.9679, -0.7161, 0.3306], [1.3605, 0.2695, -0.8893], [2.5158, 1.6696, -1.5630], [0.6463, -0.6171, -2.0763], [0.9916, -1.1842, -3.3006], [-0.1987, 0.8055, 0.1161], [0.2434, 1.8431, 1.1222], [-1.0831, 1.6593, -0.8822], [-0.8938, -0.3948, 0.7431], [-2.2533, -0.3248, 1.3977], [-2.6286, -1.8254, 1.7587], [-3.7939, -1.9170, 2.6494], [3.4578, -1.2908, 1.5267], [4.0167, -0.4388, -0.1960], [3.1366, -2.0968, -0.0061], [3.1509, 1.2505, -2.3065], [1.8757, 2.4965, -2.1339], [2.9629, 2.2662, -0.6474], [0.1356, -1.5657, -3.6717], [1.7395, -1.9947, -3.0458], [1.1352, -0.4086, -4.0421], [0.9310, 1.3228, 1.7842], [0.7087, 2.7287, 0.6890], [-0.5252, 2.3922, 1.8108], [-1.5435, 1.1223, -1.7337], [-0.4665, 2.4945, -1.4017], [-1.9964, 1.9808, -0.4110], [-0.9012, -1.0262, -0.0932], [-0.1388, -0.7713, 1.3129], [-1.9793, 0.2383, 2.3045], [-3.2002, 0.0568, 0.7878], [-2.8365, -2.3480, 0.6908], [-1.7878, -2.2893, 2.0809], [-3.6432, -1.8236, 3.6485], [-4.5482, -1.2902, 2.4193]], "forces_ev_per_a": [[1.4113, 0.1148, -1.6839], [-2.2819, 2.6121, -0.7221], [-0.2424, -0.2425, 0.2530], [-2.6228, 2.2033, 1.8470], [-0.2553, 1.1558, 1.8986], [2.3847, 0.0326, 1.2002], [-0.7137, 3.1935, -2.0526], [-0.7544, 0.5519, 2.5611], [0.0650, -0.8551, -1.4374], [0.1933, 0.2999, -3.3670], [-0.7818, -0.9447, 0.4991], [-3.4416, 1.9011, -3.0335], [0.7649, -0.2931, -0.3985], [0.7453, 0.4452, -0.3117], [-1.3107, -1.7204, 2.0454], [1.6204, -0.9155, -0.1891], [1.1079, -0.1085, -0.2186], [1.0926, -1.8795, 1.1744], [-0.2719, -1.4517, -2.0828], [-2.8305, -2.1471, -1.0340], [-0.4427, 1.0649, -1.3685], [1.4684, 0.1539, -0.1221], [0.4429, 0.4669, 0.4216], [0.3806, -0.4728, -0.4139], [0.6570, -1.4918, -1.2789], [0.7437, -0.3837, 0.1864], [-1.1101, -1.2522, 1.3999], [0.0146, 1.0100, 0.6322], [-0.3766, 0.0981, 0.8134], [-0.2730, -0.3690, 0.7221], [-1.0598, 0.0508, -0.2530], [2.8010, -0.1152, 0.9424], [0.0924, 1.0206, 2.3677], [2.3079, -1.6378, 1.6938], [0.5334, -0.1049, -0.3029], [-0.0583, 0.0103, -0.3878]], "relative_energy_ev": 0.852, "charge": 1, "spin_multiplicity": 1, "homo_energy_ha": -0.46627}

=====

# 4
{"formula": "CH3NO3", "method": "the ωB97M-V functional and the def2-TZVPD basis", "species": ["O", "N", "O", "H", "C", "O", "H", "H"], "positions_angstrom": [[-0.4396, -2.5692, -0.4693], [-0.0464, -1.4598, -0.5820], [0.7526, -1.2326, -1.6974], [1.0839, -0.3327, -1.7864], [-0.0685, 1.1669, 0.6413], [0.6968, 1.7499, -0.0078], [-0.0696, 1.1838, 1.6611], [-0.6678, 0.4055, 0.2675]], "forces_ev_per_a": [[1.0713, 1.3560, -1.0876], [-0.3347, -0.1964, 0.7276], [-0.1583, -2.1964, -0.7674], [-0.4450, 0.5978, 0.9406], [-1.1073, -1.7787, 0.4744], [2.8201, 2.5299, -2.7021], [-0.0316, 0.7486, 3.5565], [-1.8146, -1.0609, -1.1419]], "relative_energy_ev": 2.982, "charge": 0, "spin_multiplicity": 1, "homo_energy_ha": -0.37106}

=====

# 5
{"formula": "C5H11BCl3FO", "method": "the ωB97M-V functional and the def2-TZVPD basis", "species": ["C", "C", "F", "B", "C", "C", "O", "H", "H", "H", "H", "H", "H", "H", "H", "H", "H", "Cl", "C", "Cl", "Cl", "H"], "positions_angstrom": [[1.1405, -0.6147, 0.2359], [0.4459, -0.9609, -1.0834], [0.5139, -2.3616, -1.2690], [-1.0418, -0.4573, -1.0376], [-2.1436, -1.4139, -0.5075], [-3.5817, -0.9063, -0.3012], [-3.7966, 0.4609, -0.6213], [0.4767, -0.6899, 1.1004], [1.9692, -1.3063, 0.3857], [1.5325, 0.4015, 0.2041], [1.0159, -0.5158, -1.9036], [-1.2538, 0.6717, -1.3623], [-2.1448, -2.2794, -1.1833], [-1.7487, -1.8333, 0.4287], [-4.2673, -1.4474, -0.9514], [-3.8986, -1.1055, 0.7275], [-3.3359, 1.0115, 0.0212], [4.5197, 1.2202, 0.6137], [4.1019, 2.6871, 1.4972], [4.0639, 4.0826, 0.4230], [2.5639, 2.4990, 2.3419], [4.8686, 2.8575, 2.2412]], "forces_ev_per_a": [[-0.0932, 0.1303, -0.0290], [0.0401, 0.0555, -0.0522], [-0.0359, -0.0163, 0.0937], [-0.0240, 0.0385, -0.0755], [-0.1224, 0.0003, 0.0209], [-0.0040, -0.0153, -0.0098], [0.0092, 0.0673, 0.0889], [-0.0010, -0.0868, -0.0125], [0.0500, 0.0457, -0.0337], [0.0040, -0.0109, 0.0160], [0.0200, -0.1321, -0.0354], [0.0739, 0.0331, 0.1574], [0.0810, -0.0007, 0.0164], [0.0025, -0.0506, -0.0418], [0.0102, -0.0218, -0.0041], [-0.0155, 0.0171, -0.0106], [-0.0051, -0.0541, -0.0889], [0.0130, -0.0095, -0.0094], [0.0130, 0.0089, 0.0205], [-0.0044, 0.0055, -0.0082], [-0.0113, -0.0050, 0.0012], [0.0001, 0.0012, -0.0040]], "charge": 0, "spin_multiplicity": 1, "homo_energy_ha": -0.37845}